# C22H29As2AuNO9S

C22H29As2AuNO9S as an isolated structure at a distorted geometry (ωB97M-V/def2-TZVPD, OMol25).

E_LUMO, eV: 2.17
Gap between HOMO and LUMO, eV: 5.559
E, eV: -179402.5484

Structure (ORCA input):
```
! wB97M-V def2-TZVPD RIJCOSX def2/J DEFGRID3
* xyz -1 1
H 4.235 2.053 -1.449
S -2.712 -3.427 -0.319
O -3.893 1.496 1.276
H -0.894 1.691 -3.051
C 4.149 -1.911 2.830
C 2.999 -1.421 -4.560
H 3.363 -3.071 -0.264
C 0.983 1.100 0.471
Au -0.570 -2.567 -0.656
C -0.501 2.687 -3.311
O -0.832 2.599 1.019
C -2.594 -1.305 3.046
H -2.654 0.774 -1.595
C 1.490 -0.229 -2.303
C -0.144 1.537 1.159
O 2.528 1.461 -4.533
H 3.690 -2.082 3.786
C 3.115 -2.370 -1.044
H -4.315 3.374 1.995
As 1.822 2.310 -0.741
H -0.298 3.300 -2.426
As 1.493 -1.344 -0.669
C -0.265 1.418 3.459
H -3.844 -1.362 4.779
O 0.655 2.571 -4.149
O -0.548 0.705 2.256
C -3.697 -1.712 3.759
C 1.622 1.700 -3.753
H -3.577 3.348 0.379
H 3.748 0.687 -0.446
O 1.583 -1.614 -4.442
H -2.854 2.471 -1.024
H -5.421 -3.005 3.631
C -4.202 -3.143 1.920
H 3.368 -0.662 -3.810
C 2.644 -0.386 1.852
H -5.296 2.787 0.594
N -2.368 -1.758 1.828
H -1.191 3.247 -3.934
C 1.703 -0.161 0.845
H 4.651 -2.835 2.491
H 3.137 -1.031 -5.586
C -4.516 -2.661 3.171
H 0.783 1.381 3.678
H -1.930 -0.536 3.414
H -0.593 2.450 3.428
H 3.923 -1.656 -1.139
H 4.103 2.281 0.299
C -4.268 2.856 1.001
O -0.284 -0.879 -3.579
C -3.247 1.426 -0.995
H 4.853 -1.107 2.872
O 2.873 0.369 2.815
C 1.605 1.123 -2.391
C 3.696 1.788 -0.547
H -4.853 -3.862 1.363
H 3.487 -2.426 -4.424
H -4.242 1.394 -1.531
C 0.921 -0.927 -3.516
H -0.914 0.912 4.208
H 3.074 -2.869 -2.045
O 3.246 -1.654 1.748
C -3.392 0.741 0.332
H -1.576 -1.316 1.346
C -3.059 -2.747 1.183
*
```

***

# C18H29N2O6P2Sn

C18H29N2O6P2Sn as an isolated structure at a distorted geometry (ωB97M-V/def2-TZVPD, OMol25).

E_LUMO, eV: -3.44
Gap between HOMO and LUMO, eV: 7.290
Relative energy (zero: lowest compared OMol25 entry of this formula, charge and spin), kcal per mole: 22.6
E, eV: -58797.6803

Structure (ORCA input):
```
! wB97M-V def2-TZVPD RIJCOSX def2/J DEFGRID3
* xyz 1 1
P 2.389 -0.428 -0.919
C -0.032 0.645 6.458
O 0.555 2.136 8.154
C -1.339 -1.473 -4.549
H -2.974 2.164 -0.240
H -4.131 1.367 -1.366
H -0.207 -1.912 -6.346
N 0.172 0.966 7.802
O -0.672 -1.662 2.065
O -0.292 0.453 1.383
H -4.332 -0.941 0.208
C 1.142 -0.983 -3.336
Sn 0.053 -0.273 -0.546
C -1.243 -1.099 -3.208
H 4.195 -1.957 -0.364
H -0.587 -1.417 6.847
C 1.067 -1.386 -4.694
H 0.451 1.352 -0.611
N -0.044 -0.826 -2.655
H 0.481 2.612 5.703
O 0.001 0.096 8.728
C 3.148 -1.825 -0.033
H -0.892 -2.001 4.506
C 3.461 0.990 -0.522
O 1.905 2.102 -3.466
H 2.253 2.173 -4.372
H -0.056 -1.664 -0.131
C -0.162 -1.611 -5.296
O -0.749 2.564 -3.172
H 4.510 0.750 -0.776
H 2.581 -2.743 -0.243
H 2.117 1.164 -3.204
H 3.307 -0.931 -3.199
H -3.178 -0.311 1.441
H -2.883 -1.902 0.696
C 2.373 -0.671 -2.680
C -3.059 1.509 -1.124
H 0.167 2.026 3.343
H 1.999 -1.512 -5.257
H 3.131 -1.631 1.053
P -2.278 -0.084 -0.779
H -2.531 1.973 -1.973
C -0.428 -0.654 6.092
H 0.193 2.322 -3.397
C -3.269 -0.890 0.507
H 3.394 1.224 0.553
H -2.325 -1.680 -4.985
H -0.647 3.457 -2.803
C -0.013 1.272 4.110
H 3.142 1.863 -1.112
H -3.373 -0.809 -2.865
C -0.398 -0.025 3.738
H -2.627 -2.141 -1.955
C 0.168 1.604 5.447
H -0.060 1.225 -1.404
C -0.508 -0.481 2.299
C -0.603 -0.982 4.757
C -2.465 -1.104 -2.306
*
```

***

gap between HOMO and LUMO of number 1 (C22H29As2AuNO9S)?
5.559 eV